{
  "formula": "C84H186N2O4P4",
  "method": "wB97M-V/def2-TZVPD",
  "e_homo_ev": -14.476,
  "total_charge": 4,
  "max_force_ev_per_a": 3.43,
  "lumo_energy_ev": -5.47,
  "energy_ha": -5086.92175,
  "symbols": ["C", "C", "C", "C", "P", "C", "C", "C", "C", "C", "C", "C", "C", "C", "C", "C", "C", "H", "H", "H", "H", "H", "H", "H", "H", "H", "H", "H", "H", "H", "H", "H", "H", "H", "H", "H", "H", "H", "H", "H", "H", "H", "H", "H", "H", "H", "H", "H", "H", "H", "H", "H", "H", "C", "C", "C", "C", "P", "C", "C", "C", "C", "C", "C", "C", "C", "C", "C", "C", "C", "H", "H", "H", "H", "H", "H", "H", "H", "H", "H", "H", "H", "H", "H", "H", "H", "H", "H", "H", "H", "H", "H", "H", "H", "H", "H", "H", "H", "H", "H", "H", "H", "H", "H", "H", "H", "C", "C", "C", "C", "P", "C", "C", "C", "C", "C", "C", "C", "C", "C", "C", "C", "C", "H", "H", "H", "H", "H", "H", "H", "H", "H", "H", "H", "H", "H", "H", "H", "H", "H", "H", "H", "H", "H", "H", "H", "H", "H", "H", "H", "H", "H", "H", "H", "H", "H", "H", "H", "H", "C", "C", "C", "C", "P", "C", "C", "C", "C", "C", "C", "C", "C", "C", "C", "C", "C", "H", "H", "H", "H", "H", "H", "H", "H", "H", "H", "H", "H", "H", "H", "H", "H", "H", "H", "H", "H", "H", "H", "H", "H", "H", "H", "H", "H", "H", "H", "H", "H", "H", "H", "H", "H", "C", "C", "C", "N", "C", "C", "C", "C", "C", "H", "H", "H", "H", "H", "H", "H", "H", "H", "H", "H", "H", "H", "H", "H", "H", "H", "H", "C", "C", "C", "N", "C", "C", "C", "C", "C", "H", "H", "H", "H", "H", "H", "H", "H", "H", "H", "H", "H", "H", "H", "H", "H", "H", "H", "C", "C", "O", "O", "H", "H", "H", "C", "C", "O", "O", "H", "H", "H"],
  "xyz": [[1.03635, -6.42144, -2.65686], [-0.00705, -5.40109, -3.16384], [-1.40880, -5.91150, -2.98088], [-2.53695, -5.09480, -3.61543], [-3.00777, -3.62529, -2.70027], [-1.82098, -2.29260, -2.78462], [-0.98730, -2.03246, -3.97366], [-1.71614, -1.78897, -5.31497], [-0.72985, -1.77775, -6.51088], [-3.16049, -4.00622, -0.91716], [-4.29388, -4.94941, -0.63815], [-4.53511, -5.28919, 0.84470], [-5.02312, -4.12488, 1.69062], [-4.56764, -3.12998, -3.47203], [-5.21355, -1.91219, -2.83792], [-6.32570, -1.27738, -3.72797], [-5.94267, -0.95538, -5.19475], [2.07712, -6.03101, -2.59803], [1.03766, -7.35895, -3.20404], [0.75958, -6.70101, -1.62847], [0.22443, -5.23091, -4.22624], [0.00799, -4.47962, -2.58771], [-1.45165, -5.98390, -1.83806], [-1.47991, -6.96622, -3.34097], [-3.48680, -5.71218, -3.70464], [-2.27042, -4.79020, -4.58327], [-1.16268, -2.57575, -1.94706], [-2.43349, -1.42201, -2.44228], [-0.33557, -2.91910, -4.07092], [-0.33457, -1.14904, -3.75267], [-2.26770, -0.82415, -5.31530], [-2.40935, -2.58018, -5.52479], [-1.26256, -1.99074, -7.40408], [-0.01655, -2.56802, -6.47252], [-0.27563, -0.78738, -6.50823], [-3.32648, -2.96649, -0.47752], [-2.15797, -4.28908, -0.55297], [-4.07292, -5.84434, -1.15464], [-5.14681, -4.53683, -1.09235], [-3.59382, -5.64528, 1.29240], [-5.27479, -6.15590, 0.83839], [-6.02342, -3.77835, 1.46322], [-4.33847, -3.27811, 1.59996], [-5.03483, -4.35630, 2.79317], [-5.23026, -4.03700, -3.47418], [-4.31423, -2.86438, -4.49734], [-4.52849, -1.10228, -2.68267], [-5.51558, -2.30943, -1.83138], [-6.69721, -0.39430, -3.12037], [-7.09736, -2.06727, -3.76484], [-6.77023, -0.35243, -5.50554], [-5.91395, -1.77943, -5.86910], [-4.99405, -0.38780, -5.30331], [2.84513, -1.53755, -1.35456], [2.72441, -3.05255, -1.07582], [2.85614, -3.47850, 0.38114], [2.78005, -4.95526, 0.72387], [4.25449, -6.01569, 0.50709], [5.58901, -5.51197, 1.55439], [5.20902, -5.72564, 2.96972], [6.27565, -5.25063, 4.00566], [6.71538, -3.79583, 3.97893], [3.59497, -7.64142, 0.97573], [4.37215, -8.99255, 0.88271], [3.56418, -10.11399, 1.49435], [4.24571, -11.47742, 1.42751], [4.82342, -5.90222, -1.23001], [6.03758, -6.83837, -1.65476], [6.48612, -6.45424, -3.07235], [5.62399, -7.04903, -4.19972], [2.29719, -1.31826, -2.27861], [3.97037, -1.29174, -1.45368], [2.45597, -0.85905, -0.65913], [3.39602, -3.59198, -1.74164], [1.70713, -3.37654, -1.35370], [1.98087, -3.06771, 0.84067], [3.83315, -3.07634, 0.78422], [1.96147, -5.43310, 0.12482], [2.40860, -5.06942, 1.77701], [5.84795, -4.47192, 1.26379], [6.49172, -6.12087, 1.23368], [5.09948, -6.79773, 3.13381], [4.16369, -5.38375, 3.18873], [7.16769, -5.85231, 3.85726], [5.92210, -5.48665, 4.99033], [7.11254, -3.56392, 4.92072], [5.96335, -3.12623, 3.76663], [7.47546, -3.68110, 3.20440], [2.62846, -7.77908, 0.46829], [3.34255, -7.35097, 2.02897], [5.30684, -8.92908, 1.47484], [4.55621, -9.02415, -0.18106], [2.54967, -10.10562, 1.13457], [3.43253, -9.80689, 2.50562], [3.74807, -12.17566, 2.06673], [5.21482, -11.39733, 1.91952], [4.27896, -11.82409, 0.38375], [5.11017, -4.86455, -1.43469], [3.98520, -6.01016, -1.87560], [5.73272, -7.85742, -1.54498], [6.88498, -6.72870, -1.01447], [7.50893, -6.78715, -3.25755], [6.44113, -5.36552, -3.07541], [5.92297, -6.78343, -5.21926], [4.57277, -6.72241, -4.14832], [5.63663, -8.13196, -4.17908], [3.55829, 6.06505, -1.58107], [4.67748, 6.25360, -0.54911], [5.61244, 7.29930, -0.99722], [6.66301, 7.70748, 0.02890], [8.11241, 8.69752, -0.49339], [9.30299, 8.63865, 0.91612], [9.89871, 7.26488, 1.14259], [10.56913, 7.21878, 2.50706], [11.73922, 8.15795, 2.58202], [8.81623, 7.92979, -1.96797], [10.20462, 8.48891, -2.42496], [10.80670, 7.92935, -3.70721], [11.18635, 6.43562, -3.45064], [7.61934, 10.33328, -0.88987], [6.74797, 11.04498, 0.11355], [6.35996, 12.38809, -0.49481], [5.28112, 13.15780, 0.26366], [2.77859, 5.49517, -1.06079], [3.87847, 5.70553, -2.52122], [3.06845, 6.96953, -1.81865], [5.18816, 5.31378, -0.28852], [4.23804, 6.55593, 0.45302], [5.07010, 8.22059, -1.23876], [6.03064, 7.07549, -1.97366], [7.14743, 6.82458, 0.47787], [6.26430, 8.23804, 0.90646], [8.71480, 8.89725, 1.77876], [10.02299, 9.44610, 0.76285], [10.71521, 7.07203, 0.36361], [9.08746, 6.47390, 1.05447], [10.87402, 6.15499, 2.64814], [9.78377, 7.43185, 3.27358], [11.43094, 9.22058, 2.71564], [12.30573, 8.16028, 1.66984], [12.35468, 7.96830, 3.42588], [8.13643, 8.13025, -2.75037], [8.85753, 6.85383, -1.71797], [10.91927, 8.43557, -1.57285], [10.16443, 9.64251, -2.51811], [11.74507, 8.45331, -3.80827], [10.20531, 8.00339, -4.60861], [10.32875, 5.75629, -3.51226], [11.66753, 6.30153, -2.45416], [11.89056, 6.09178, -4.18981], [7.12242, 10.15527, -1.87650], [8.52818, 10.89640, -1.19910], [7.32022, 11.14445, 1.07081], [5.87804, 10.45508, 0.29146], [6.01815, 12.17980, -1.57340], [7.31724, 13.02250, -0.65275], [4.44618, 12.55141, 0.44450], [5.06024, 14.06988, -0.29519], [5.62446, 13.63202, 1.20272], [-7.59122, 2.97090, 6.20671], [-6.90519, 4.23246, 5.65009], [-5.81650, 3.91791, 4.61377], [-6.41450, 2.98397, 3.50604], [-5.41924, 2.88301, 2.05512], [-5.66841, 4.28020, 0.92138], [-4.61699, 5.42323, 1.00782], [-4.65001, 6.46361, -0.08734], [-3.45897, 7.33379, -0.08891], [-5.77463, 1.35872, 1.25544], [-7.24176, 0.91759, 1.00604], [-7.32543, -0.52394, 0.42048], [-8.67295, -0.94229, -0.11484], [-3.68176, 2.71548, 2.60756], [-2.60558, 2.24580, 1.56933], [-1.20827, 2.24125, 2.17308], [-1.06365, 1.53323, 3.48778], [-8.49552, 3.14980, 6.84016], [-6.98567, 2.29043, 6.81110], [-8.02465, 2.36076, 5.43910], [-6.45412, 4.82516, 6.44690], [-7.69690, 4.82264, 5.12758], [-4.82890, 3.43079, 4.94045], [-5.50507, 4.83735, 4.21687], [-7.36105, 3.55340, 3.21968], [-6.69612, 1.99920, 3.83067], [-6.70523, 4.67058, 1.16415], [-5.59831, 3.91380, -0.07270], [-3.57400, 4.97298, 1.04966], [-4.71205, 5.88871, 2.00444], [-5.54633, 7.06745, -0.05270], [-4.72937, 5.95810, -1.09983], [-2.57628, 6.64464, 0.03769], [-3.46957, 8.03351, 0.76887], [-3.28431, 7.88393, -1.00721], [-5.31627, 0.60577, 1.87591], [-5.22797, 1.39961, 0.33619], [-7.70531, 1.56876, 0.31349], [-7.72248, 1.09736, 1.96414], [-7.00732, -1.27012, 1.15596], [-6.55284, -0.57845, -0.35412], [-8.52833, -1.97142, -0.57221], [-8.97605, -0.25587, -0.88787], [-9.38858, -1.08197, 0.65580], [-3.70413, 2.04492, 3.48966], [-3.44206, 3.64643, 3.10015], [-2.69218, 2.83717, 0.66874], [-2.82866, 1.25300, 1.22815], [-0.89210, 3.27838, 2.22718], [-0.64685, 1.66187, 1.37188], [-1.31652, 0.47510, 3.42769], [-1.67009, 2.07496, 4.16550], [-0.02257, 1.53708, 3.87382], [0.75716, -9.21862, 8.47826], [0.73257, -8.82943, 7.03008], [-0.09711, -7.53178, 6.75556], [-0.01731, -7.14315, 5.30575], [1.37657, -6.58180, 4.82617], [-1.07746, -6.02076, 5.12390], [-2.31384, -6.68554, 4.50646], [-1.64221, -7.74466, 3.63838], [-0.44558, -8.27994, 4.40195], [1.25930, -8.51984, 9.12457], [1.20677, -10.22237, 8.59477], [-0.18188, -9.39263, 8.92559], [0.24713, -9.66231, 6.52396], [1.72517, -8.68765, 6.54791], [0.45052, -6.71384, 7.29708], [-1.21399, -7.59103, 7.03603], [1.27898, -6.12035, 3.83271], [2.05350, -7.35958, 4.91481], [1.63894, -5.87371, 5.64516], [-0.71133, -5.29145, 4.47891], [-1.32896, -5.63611, 6.09424], [-2.89532, -6.04650, 3.88759], [-2.89930, -7.20673, 5.27973], [-1.28226, -7.32302, 2.70324], [-2.24298, -8.62610, 3.26987], [0.41187, -8.57294, 3.79334], [-0.67656, -9.10502, 5.05245], [-9.18326, 4.75281, -0.95035], [-9.12743, 4.36134, -2.41511], [-7.68386, 4.46985, -2.86795], [-7.28987, 3.82362, -4.25177], [-7.27505, 2.37027, -4.22563], [-8.17765, 4.37470, -5.29482], [-7.73381, 5.81663, -5.55116], [-6.19474, 5.74090, -5.20307], [-5.90436, 4.40451, -4.56766], [-10.19123, 4.81411, -0.60594], [-8.86382, 5.79463, -0.85569], [-8.60916, 4.06527, -0.32375], [-9.90231, 4.97580, -2.97306], [-9.41130, 3.29967, -2.41302], [-7.04643, 3.93841, -2.14393], [-7.35807, 5.50488, -2.97243], [-8.30355, 1.99419, -4.26832], [-6.73884, 2.02834, -3.36658], [-6.80467, 2.01015, -5.15658], [-8.00448, 3.81540, -6.17204], [-9.23145, 4.23479, -5.03304], [-7.95126, 6.06296, -6.60139], [-8.19474, 6.63019, -4.95542], [-5.67238, 6.00039, -6.07936], [-5.98122, 6.53045, -4.47153], [-5.42481, 3.69339, -5.23815], [-5.30446, 4.54081, -3.63935], [-1.01684, -3.58609, 2.13779], [-0.29530, -4.80987, 1.50961], [0.23108, -5.63451, 2.25735], [-0.35112, -4.71904, 0.25283], [-0.79951, -3.34414, 3.16283], [-2.06837, -3.71323, 1.88031], [-0.69053, -2.78304, 1.49984], [-2.80334, 2.57990, -2.59300], [-4.12302, 2.22390, -2.04498], [-4.60397, 1.10222, -2.24011], [-4.70945, 3.12145, -1.41298], [-2.79447, 3.52711, -3.17852], [-2.52188, 1.80849, -3.27515], [-2.09655, 2.70585, -1.75070]],
  "forces_ev_per_a": [[-0.05, 0.44, 1.17], [0.82, -0.45, -0.81], [-0.09, -1.75, 1.53], [-0.86, -1.28, 1.62], [-0.44, -0.39, 0.02], [-0.86, 0.47, 1.99], [0.88, 0.40, -1.47], [0.89, 0.35, -0.13], [-0.77, 0.82, 1.30], [0.39, 2.33, -0.21], [0.89, 0.07, 1.27], [-0.66, -0.91, -0.22], [0.22, 0.03, 1.28], [-0.08, -0.34, -0.14], [-0.47, -0.46, 0.33], [-0.04, -1.19, 1.29], [0.45, 1.05, 1.52], [-0.79, -0.07, -0.34], [-0.03, 0.07, -0.44], [0.10, 0.12, -0.06], [-0.18, 0.39, 0.19], [0.70, 0.26, -0.07], [-0.67, 0.01, -1.38], [-0.02, 0.73, 0.13], [1.08, 0.67, 0.12], [0.33, 0.41, -1.58], [-0.04, 0.36, 0.04], [0.55, -0.32, -0.21], [-0.01, 0.53, -0.29], [-0.37, -0.74, -0.19], [0.16, -0.61, 0.18], [-0.66, -0.47, 0.18], [-0.55, 0.40, -0.99], [0.86, -0.45, 0.46], [0.38, -0.24, -0.51], [0.01, -1.10, -0.34], [-0.22, -0.23, -0.09], [0.11, -1.29, -0.56], [-1.60, 0.42, -0.39], [-0.19, -0.15, -0.28], [0.90, 1.06, 0.31], [-0.23, 0.00, -0.32], [-0.05, 0.09, -0.09], [0.03, -0.05, -1.05], [0.43, 0.84, -0.11], [0.11, -0.40, -0.25], [0.74, 0.29, 0.28], [-0.49, 1.01, -0.67], [0.31, -0.88, -1.10], [-0.26, 0.65, -0.04], [-0.30, 0.60, -0.71], [0.06, -0.93, -0.21], [-0.56, -0.18, 0.21], [2.35, -1.11, -1.39], [-1.11, -0.16, -0.16], [1.84, 0.43, -0.12], [-0.61, -0.94, -0.06], [-1.03, -0.03, -1.88], [1.48, -0.03, -1.45], [-0.13, -0.13, 2.11], [-0.57, -0.10, -0.70], [1.08, -1.85, -1.26], [-0.21, 0.01, 1.18], [0.15, 1.84, 0.42], [0.16, 0.00, -0.31], [-0.06, 0.79, -0.09], [1.60, -0.22, 0.55], [-1.27, 1.04, -0.31], [-0.44, -0.53, -0.43], [-0.61, 0.43, -0.09], [0.55, 0.01, -0.10], [-1.81, -0.11, -0.12], [-0.70, 0.58, 1.57], [0.12, 0.05, -0.02], [0.23, 0.02, -0.12], [-0.13, 0.69, 0.82], [-1.17, 0.05, 0.02], [0.58, 0.24, 0.37], [0.52, -0.05, -0.89], [-0.25, -0.36, 0.35], [-0.89, 0.56, 0.54], [0.21, -0.23, -0.01], [0.93, 0.44, -0.07], [0.08, -0.29, -0.03], [-0.36, -0.26, 0.53], [0.82, 0.52, 1.20], [-1.98, 1.51, -0.41], [0.14, 0.25, 0.16], [0.20, 0.34, 0.02], [-0.12, -0.69, -0.51], [-0.13, 0.06, -0.70], [0.47, -0.96, -0.25], [-0.46, -0.29, -0.68], [0.02, 0.03, 1.25], [-0.71, -0.62, 0.01], [0.39, 0.01, -0.60], [0.32, -0.12, 0.55], [0.19, 0.04, 0.46], [-0.81, -0.62, -0.49], [-0.19, -0.79, -0.28], [0.47, 0.38, 0.75], [0.05, 0.22, 0.25], [0.35, 0.11, -0.42], [0.36, 0.21, 0.34], [0.19, -0.14, 0.21], [-0.01, -0.27, 0.20], [-0.32, -0.43, 2.19], [-1.19, -0.34, 1.33], [0.82, 2.09, -0.47], [1.14, -0.33, 0.59], [0.56, -1.13, 0.70], [-0.86, 0.23, -1.26], [0.54, -0.79, -1.11], [-0.88, -1.30, 0.27], [-0.80, 1.58, 0.19], [1.62, -0.05, 0.77], [-0.34, 2.57, 0.99], [0.55, -1.81, 1.49], [-0.17, 0.28, 0.29], [0.55, 0.10, -1.68], [1.17, 0.80, 0.17], [0.95, 0.85, -1.32], [2.01, 1.76, -0.11], [0.13, -0.49, -0.78], [0.40, -1.07, -0.80], [-0.36, 1.46, -0.01], [-0.02, 0.11, -0.47], [0.23, -0.14, -1.11], [-0.37, -0.05, 0.16], [0.51, -0.50, -0.06], [-0.20, 0.00, -0.21], [-0.25, -0.05, -0.32], [-0.37, 0.34, 0.54], [0.12, -0.18, 0.00], [-1.25, 0.01, 0.80], [1.10, 0.78, 0.09], [0.00, 0.77, 0.16], [0.70, -0.12, -0.31], [-0.07, -0.63, -0.09], [0.56, -0.31, -0.40], [0.73, -0.37, 0.59], [-1.06, -0.18, -0.97], [0.02, 0.31, -0.44], [-0.20, -0.57, -0.62], [-0.47, -1.58, -0.09], [0.17, 0.34, -0.51], [-0.16, 0.34, 0.09], [0.01, 0.18, 0.10], [-0.33, 0.18, -0.62], [0.29, -0.12, -0.30], [-0.14, 0.40, 0.62], [-0.43, -0.14, 0.48], [-0.60, 0.11, -0.59], [-0.82, -0.42, 0.32], [0.22, 0.30, 1.49], [-1.50, -0.90, 0.43], [-1.40, -0.62, 0.20], [-0.57, -0.35, -0.31], [0.10, -0.84, -0.10], [-0.92, 0.05, 1.08], [-0.25, -0.81, 0.14], [0.55, -2.55, 0.35], [-1.21, 2.80, 0.27], [1.14, 0.27, -0.52], [-0.69, 1.52, 1.42], [0.92, -0.92, 1.48], [-1.37, -1.13, -1.91], [2.09, -0.09, 0.97], [-0.90, -0.91, -0.63], [1.04, -0.46, 0.64], [0.83, 0.50, 0.86], [1.35, -1.53, -1.05], [-0.12, -0.60, 0.03], [-1.27, 0.37, 1.21], [0.52, -0.87, -2.27], [1.23, -0.33, -0.14], [0.85, 0.49, -0.32], [0.42, 0.33, -0.12], [-0.06, -0.30, -0.76], [-0.27, 0.10, -0.01], [0.68, -0.14, 0.45], [-1.63, 0.61, 0.41], [0.39, 1.37, -0.99], [0.82, -1.09, 0.02], [0.06, -0.38, 0.34], [1.04, -0.34, -0.40], [-0.31, -0.70, -0.79], [-1.14, 0.34, -0.34], [0.02, 0.21, -0.31], [-0.48, 0.16, 0.32], [0.18, 0.14, 1.08], [-0.47, 0.87, -0.08], [0.14, -0.25, -0.45], [-0.25, 0.16, -0.07], [0.35, -0.42, 0.37], [0.41, -0.11, -0.88], [-0.49, 0.90, -0.88], [-0.66, -0.60, 0.05], [0.05, 0.20, 0.25], [-0.17, 0.11, -0.19], [-0.34, 1.18, 0.27], [-0.55, 0.16, -0.24], [-0.85, 0.26, 0.62], [-0.20, -0.13, -0.61], [0.39, 0.67, -0.24], [0.26, 0.48, -0.20], [-0.41, -0.74, 0.04], [0.51, 0.04, 0.04], [0.06, 1.08, 0.94], [-0.45, 0.03, 0.04], [-0.58, 0.05, 1.25], [-0.55, 0.29, -0.32], [1.40, -0.92, 0.36], [-1.03, 0.57, -0.86], [1.00, -0.31, 0.80], [-0.07, 1.49, -1.12], [-2.26, 1.37, 2.19], [-1.05, -1.52, 0.59], [1.35, -1.91, 0.54], [-0.22, -1.73, -1.68], [-0.01, 0.47, 0.11], [0.46, 0.28, 0.17], [0.31, 0.62, -0.12], [-1.59, 0.20, 0.09], [0.16, -0.03, -0.20], [-0.43, -0.22, 0.67], [-1.03, -0.51, -0.22], [1.88, -0.02, -0.32], [-0.20, -0.33, 0.46], [1.31, -1.63, -0.25], [-0.08, -0.05, -0.88], [0.89, 1.15, -1.01], [0.31, 0.40, 0.42], [-0.59, 0.74, -0.11], [-0.14, 0.52, -0.23], [0.10, 0.42, 0.09], [0.10, 0.96, 0.80], [-0.24, 0.09, -0.10], [-0.35, -0.26, -0.03], [0.35, 0.94, -0.12], [-0.82, -0.39, -0.32], [0.37, -0.63, -0.62], [0.20, 1.80, 1.57], [-0.66, -0.75, -1.09], [-0.89, 1.03, 0.31], [0.43, 0.04, 0.25], [-1.54, 1.38, 0.72], [0.04, -0.21, 0.15], [-0.82, -0.44, 0.25], [0.53, -0.14, 0.30], [0.01, 0.27, 0.00], [1.18, -0.79, 0.34], [-0.20, 0.18, -0.54], [0.03, 0.30, -0.25], [-0.06, -0.05, 0.22], [0.17, 0.09, 0.38], [0.42, -0.35, 0.55], [0.02, 0.18, 0.47], [0.28, -0.77, -1.10], [0.29, 0.03, 0.17], [0.34, -0.06, 0.36], [-0.09, -0.87, -0.12], [1.11, -0.18, -0.93], [0.04, -0.10, -0.27], [0.07, 0.03, 0.05], [-0.55, -0.63, -0.53], [0.19, -0.47, -0.96], [-1.19, 2.41, -0.44], [0.64, -1.17, 0.14], [0.64, -1.23, 0.01], [-0.19, -0.16, 0.53], [-0.21, 0.08, 0.57], [0.11, 0.69, -0.03], [1.33, 0.92, -0.50], [-0.91, 0.24, -0.01], [-0.12, -1.42, -0.36], [-0.65, 1.26, 0.59], [-0.23, -0.44, 0.62], [0.73, -0.62, -0.28], [-0.11, -0.15, -0.55]]
}